{
  "formula": "C26H61Cl12NO5",
  "method": "the ωB97M-V functional and the def2-TZVPD basis",
  "elements": ["Cl", "C", "C", "Cl", "H", "H", "H", "H", "Cl", "C", "C", "Cl", "H", "H", "H", "H", "Cl", "C", "C", "Cl", "H", "H", "H", "H", "Cl", "C", "C", "Cl", "H", "H", "H", "H", "Cl", "C", "C", "Cl", "H", "H", "H", "H", "Cl", "C", "C", "Cl", "H", "H", "H", "H", "C", "C", "C", "O", "H", "H", "H", "H", "H", "H", "H", "H", "C", "C", "C", "O", "H", "H", "H", "H", "H", "H", "H", "H", "C", "C", "C", "O", "H", "H", "H", "H", "H", "H", "H", "H", "C", "C", "C", "O", "H", "H", "H", "H", "H", "H", "H", "H", "O", "C", "N", "C", "H", "H", "H", "H", "H"],
  "xyz": [[-0.9595, 6.8829, 0.6925], [-0.5294, 5.2102, 0.4090], [-1.0509, 4.2988, 1.4812], [-0.2697, 4.6999, 3.0048], [0.5535, 5.1627, 0.2948], [-0.9252, 4.9336, -0.5682], [-0.8095, 3.2473, 1.3256], [-2.1400, 4.3396, 1.4642], [5.5840, -2.7595, -2.3540], [6.3527, -1.9303, -0.9909], [5.6736, -2.2397, 0.3400], [4.1162, -1.3543, 0.4021], [6.2548, -0.8683, -1.2159], [7.4204, -2.1408, -1.0527], [6.2281, -1.9398, 1.2292], [5.3235, -3.2719, 0.3499], [2.1199, -4.0367, 0.0923], [1.9803, -4.1138, -1.6985], [2.9081, -5.2116, -2.2487], [2.8620, -5.2507, -3.9737], [2.1665, -3.1433, -2.1584], [0.9185, -4.3545, -1.7510], [2.6692, -6.2514, -2.0255], [3.9389, -4.9572, -2.0019], [2.3092, 2.8103, -2.5863], [3.6508, 2.7159, -1.3746], [3.1906, 3.3257, -0.1025], [3.2717, 5.1555, -0.1832], [4.4577, 3.2367, -1.8902], [3.8791, 1.6501, -1.3706], [3.7660, 3.0701, 0.7873], [2.1763, 2.9739, 0.0858], [1.6909, -1.1442, -4.8315], [3.2873, -1.2396, -4.0763], [4.3601, -0.6484, -4.9428], [4.0468, 1.0483, -5.1206], [3.5621, -2.2856, -3.9407], [3.2799, -0.7946, -3.0813], [4.3467, -1.0399, -5.9600], [5.3416, -0.7758, -4.4862], [-0.9485, -2.9399, -3.5493], [-1.6958, -2.6295, -5.1286], [-3.0223, -1.8727, -4.9764], [-2.7511, -0.3971, -4.0581], [-1.8468, -3.5704, -5.6578], [-1.0415, -2.0112, -5.7432], [-3.8472, -2.3809, -4.4771], [-3.4275, -1.5975, -5.9502], [-0.6010, -5.0466, 1.9534], [-0.8194, -3.6412, 2.4899], [-1.7339, -2.6575, 1.7498], [-1.3620, -3.7480, 3.7879], [0.1962, -5.6199, 2.4267], [-0.1110, -4.8964, 0.9914], [-1.5318, -5.6122, 1.9122], [0.1994, -3.2819, 2.6352], [-1.4961, -2.5584, 0.6907], [-1.5406, -1.7233, 2.2770], [-2.7782, -2.9574, 1.8373], [-2.3184, -3.8181, 3.7428], [1.3064, -0.5197, 3.3307], [1.4597, 0.4322, 4.4887], [0.1990, 0.1956, 5.4238], [2.6315, 0.0770, 5.1385], [2.2073, -0.5486, 2.7178], [0.4033, -0.4555, 2.7237], [1.2133, -1.5125, 3.7708], [1.4966, 1.4794, 4.1883], [-0.1285, -0.8034, 5.7116], [-0.7475, 0.4695, 4.9577], [0.3073, 0.7551, 6.3530], [2.6351, -0.8504, 5.3865], [-2.9428, 3.4898, -2.6209], [-3.8733, 3.6188, -1.4462], [-5.3830, 3.6340, -1.7516], [-3.6116, 2.6177, -0.5162], [-2.9077, 2.4700, -3.0042], [-1.9378, 3.7985, -2.3330], [-3.2084, 4.1099, -3.4770], [-3.7642, 4.5712, -0.9274], [-5.8752, 3.9344, -0.8265], [-5.9328, 2.7415, -2.0503], [-5.5059, 4.4558, -2.4570], [-4.2403, 2.6961, 0.2050], [-4.1228, 2.4432, 4.4080], [-3.7669, 2.1178, 2.9559], [-3.9910, 0.6415, 2.4257], [-4.6050, 2.9878, 2.2148], [-3.4743, 2.0053, 5.1668], [-5.0895, 2.1469, 4.8152], [-4.0940, 3.5297, 4.4902], [-2.6908, 2.2813, 2.8976], [-3.8844, 0.6221, 1.3411], [-5.0067, 0.4026, 2.7409], [-3.2434, -0.1042, 2.6961], [-5.5067, 2.6586, 2.2008], [0.3953, 1.1791, 0.5090], [0.0988, 0.2078, -0.2140], [-1.1218, 0.1649, -0.6971], [1.0244, -0.9558, -0.4397], [-1.3118, -0.3648, -1.5357], [-1.7034, 0.9576, -0.4657], [1.2695, -1.3609, 0.5421], [1.9236, -0.6746, -0.9878], [0.5747, -1.7914, -0.9760]],
  "forces_ev_per_angstrom": [[-0.26, 0.75, 0.09], [0.63, -0.79, -0.92], [-0.17, -0.57, -0.67], [-0.20, 0.11, 0.82], [-0.03, 0.01, 0.30], [-0.25, -0.08, 0.10], [0.27, 0.11, -0.50], [-0.04, 0.33, 0.73], [-0.03, -0.37, -0.06], [0.35, 0.83, 0.26], [-0.64, -0.11, -0.68], [0.17, 0.42, 0.09], [-0.03, 0.00, 0.14], [-0.13, -0.37, 0.37], [0.17, -0.21, -0.29], [0.58, -0.10, 0.33], [0.72, -0.03, -0.03], [-0.50, -1.03, 0.41], [0.06, 0.39, 0.83], [-0.17, 0.41, -1.97], [0.18, -0.08, 0.20], [0.17, -0.09, -0.84], [-0.11, 0.43, 0.98], [-0.15, -0.26, 0.37], [-0.19, 0.05, 0.00], [0.02, -0.11, -1.63], [-0.09, 0.44, 0.88], [-0.25, -0.89, -0.03], [0.14, 0.01, 0.48], [0.05, 0.09, 0.66], [0.28, -0.12, -0.31], [-0.14, 0.43, 0.08], [-0.07, 0.04, 0.09], [0.65, -0.95, 0.14], [-0.05, -0.15, -0.24], [0.16, 1.56, -0.17], [-0.47, -0.12, -0.08], [-0.21, 0.24, -0.15], [0.06, -0.38, 0.25], [-0.10, -0.12, -0.05], [-0.01, -0.30, -0.04], [-0.89, 0.34, -0.35], [-0.12, -0.39, -0.18], [-0.06, 0.77, 0.17], [-0.01, -0.05, 0.24], [0.24, -0.05, 0.30], [0.46, -0.43, 0.16], [0.33, 0.08, -0.12], [0.24, 0.47, -1.24], [-0.22, -1.03, 0.50], [1.21, -0.44, -0.20], [0.18, 0.16, 1.40], [-0.36, 0.16, 0.89], [-0.73, -0.32, -0.60], [0.12, -0.12, -0.24], [-0.12, 0.73, -0.09], [0.05, 0.13, -0.01], [-0.44, 0.24, -0.30], [-0.04, 0.00, 0.06], [-0.03, -0.04, -0.13], [-0.05, -0.79, -0.56], [-2.68, -1.71, 0.45], [-0.08, 0.88, -0.08], [1.45, 0.79, 0.86], [-0.11, 0.24, -0.25], [0.11, 0.65, -0.11], [0.16, -0.27, 0.18], [0.21, -0.06, 0.14], [1.20, -0.68, -0.13], [0.13, 0.87, -0.37], [-0.04, 0.16, -0.04], [-0.31, -0.08, -0.11], [0.33, 0.05, -0.29], [-1.65, 0.17, -0.09], [0.14, 0.78, 0.06], [1.03, -1.33, 0.28], [-0.01, -0.14, 0.20], [0.11, -0.21, 0.02], [-0.28, 0.20, 0.19], [0.57, 0.47, -0.25], [-0.10, 0.21, 0.12], [0.67, -0.26, -0.45], [-0.52, -0.11, -0.18], [0.02, 0.13, 0.50], [0.24, -0.41, 0.91], [-0.70, -2.10, 1.02], [0.12, 1.34, 0.37], [0.77, 0.73, -1.44], [0.60, 0.08, -0.24], [-0.54, -0.20, -0.80], [0.23, -0.03, 0.12], [-0.16, 0.95, -0.83], [-0.43, 0.38, -0.16], [0.04, -0.66, -0.19], [-0.18, 0.13, 0.85], [-0.04, -0.27, 0.32], [0.55, -1.05, -0.42], [1.30, 1.70, 1.65], [-1.54, -0.59, -1.22], [-0.24, -0.26, -0.14], [-0.26, -0.08, 0.16], [-0.19, 0.12, -0.30], [0.28, 0.24, -0.02], [-0.02, 0.21, 0.25], [-0.30, 0.20, -0.17]],
  "e_tot_ev": -189948.436,
  "smiles": "CC(N)=O.CC(C)O.CC(C)O.CC(C)O.CC(C)O.ClCCCl.ClCCCl.ClCCCl.ClCCCl.ClCCCl.ClCCCl",
  "e_homo_ev": -9.6,
  "multiplicity": 1,
  "lumo_energy_ha": 0.01031
}

---

{
  "formula": "C18H37N9O2SSiSn",
  "method": "the ωB97M-V functional and the def2-TZVPD basis",
  "elements": ["Sn", "C", "N", "C", "C", "N", "C", "C", "N", "C", "C", "N", "C", "N", "C", "C", "C", "N", "C", "H", "H", "H", "H", "H", "H", "H", "H", "H", "H", "H", "H", "H", "H", "H", "H", "H", "H", "H", "H", "H", "H", "H", "H", "N", "C", "N", "S", "H", "H", "H", "H", "O", "N", "O", "C", "Si", "C", "C", "C", "C", "H", "H", "H", "H", "H", "H", "H", "H", "H"],
  "xyz": [[0.3384, -0.1036, 0.1249], [2.4358, 0.8439, -2.4730], [2.8877, 1.9457, -1.6623], [4.0998, 2.6939, -1.9762], [4.0118, 3.8968, -1.0263], [2.8035, 3.6358, -0.2415], [2.6706, 4.2571, 1.0639], [2.1792, 2.5233, -0.6704], [1.0270, 2.0250, -0.2554], [0.0048, 2.8812, 0.3364], [-1.3102, 2.6238, -0.3643], [-1.6042, 1.1878, -0.3271], [-2.8465, 0.7922, -0.3859], [-4.0078, 1.4746, -0.2624], [-4.2913, 2.8987, -0.3910], [-5.1630, 0.5756, -0.2934], [-4.5401, -0.8019, -0.1155], [-3.1738, -0.5469, -0.5658], [-2.1610, -1.5376, -0.5839], [2.8022, 0.9616, -3.4914], [1.3432, 0.8324, -2.4970], [2.7938, -0.1180, -2.0901], [4.0959, 2.9954, -3.0241], [4.9864, 2.0822, -1.7991], [3.9166, 4.8424, -1.5611], [4.8795, 3.9643, -0.3700], [3.6525, 4.3165, 1.5349], [2.0271, 3.6627, 1.7065], [2.2703, 5.2686, 0.9825], [0.2545, 3.9376, 0.2466], [-0.1307, 2.6393, 1.3972], [-1.2378, 2.9554, -1.4049], [-2.0623, 3.2182, 0.1520], [-3.7020, 3.3617, -1.1784], [-4.1394, 3.4329, 0.5473], [-5.3402, 3.0026, -0.6591], [-5.6782, 0.6625, -1.2540], [-5.8590, 0.8251, 0.5053], [-5.0255, -1.5579, -0.7292], [-4.5622, -1.1279, 0.9294], [-3.4321, -2.7213, -1.6858], [-2.0728, -2.3166, 1.2199], [-1.3755, -1.1526, -1.2445], [2.2857, -1.7107, 4.5161], [2.5996, -1.5030, 3.2454], [3.5364, -2.2465, 2.6758], [1.8326, -0.2327, 2.3825], [2.7745, -2.3873, 5.0823], [1.6178, -1.1111, 4.9697], [4.0467, -2.9477, 3.1901], [3.7779, -2.1035, 1.7120], [-1.6270, -3.3354, -1.9599], [-2.6257, -2.8042, -1.0775], [-1.5316, -1.7251, 0.6792], [0.8881, -6.4006, 1.3358], [1.4807, -5.7969, -0.3441], [3.2477, -5.1095, -0.2520], [1.3642, -7.1349, -1.6521], [0.3554, -4.3896, -0.8361], [-0.6453, -3.9395, -1.3537], [1.4345, -7.2981, 1.6323], [-0.1707, -6.6604, 1.2999], [1.0209, -5.6522, 2.1188], [3.9301, -5.7401, -0.8238], [3.6133, -5.0867, 0.7758], [3.3066, -4.1009, -0.6651], [1.9430, -8.0111, -1.3539], [1.7486, -6.7924, -2.6137], [0.3312, -7.4520, -1.7983]],
  "forces_ev_per_angstrom": [[0.57, 0.19, -1.11], [-0.08, -0.17, 0.05], [-0.10, 0.12, 0.16], [0.09, -0.07, 0.07], [0.01, 0.10, -0.14], [0.04, 0.00, 0.01], [-0.10, 0.03, 0.07], [0.27, -0.16, -0.18], [-0.21, -0.43, 0.37], [0.09, 0.07, 0.04], [0.08, 0.09, 0.07], [0.29, 0.08, 0.11], [-0.69, -0.47, 0.11], [0.10, -0.08, 0.04], [0.02, 0.20, 0.03], [-0.04, -0.11, -0.16], [-0.02, -0.03, 0.08], [-0.12, 0.23, 0.09], [0.24, 0.07, -0.10], [-0.01, 0.03, -0.01], [0.05, 0.02, -0.07], [-0.01, 0.06, -0.06], [-0.03, -0.02, 0.01], [0.00, 0.05, -0.01], [0.04, -0.02, 0.00], [-0.04, -0.01, 0.04], [0.00, -0.03, -0.02], [0.01, -0.01, -0.01], [-0.01, -0.02, 0.02], [-0.02, 0.02, 0.06], [0.05, 0.18, 0.09], [-0.04, 0.03, 0.05], [0.08, -0.07, -0.06], [-0.06, -0.03, 0.00], [-0.01, -0.02, -0.01], [0.00, -0.04, -0.03], [0.00, 0.02, 0.03], [0.00, 0.01, -0.02], [-0.04, 0.03, 0.03], [0.02, 0.02, -0.03], [0.07, 0.10, -0.11], [0.08, -0.11, 0.03], [-0.06, -0.21, -0.07], [0.09, -0.12, 0.13], [-0.32, 0.03, -0.19], [0.08, -0.16, 0.08], [0.34, 0.63, 0.48], [-0.02, 0.00, 0.01], [-0.02, 0.02, -0.06], [0.00, -0.02, -0.02], [-0.03, 0.05, -0.05], [-0.10, 0.11, -0.48], [-0.22, -0.25, 0.37], [-0.39, 0.09, -0.05], [0.07, 0.01, -0.25], [0.20, 0.16, 0.09], [-0.23, -0.17, 0.01], [-0.08, 0.21, 0.18], [-0.19, -0.50, -0.19], [0.27, 0.13, 0.43], [0.03, 0.01, 0.00], [-0.02, -0.01, -0.03], [0.03, 0.05, -0.03], [0.02, 0.01, 0.02], [0.00, 0.01, 0.05], [-0.04, -0.02, -0.02], [0.03, 0.01, 0.03], [0.01, 0.04, 0.01], [-0.02, 0.00, 0.02]],
  "e_tot_ev": -61301.936,
  "e_homo_ev": -13.6,
  "multiplicity": 1,
  "charge": 2,
  "lumo_energy_ha": -0.21588
}

---

{
  "formula": "C3H5NO2",
  "method": "the ωB97M-V functional and the def2-TZVPD basis",
  "elements": ["O", "C", "C", "N", "C", "O", "H", "H", "H", "H", "H"],
  "xyz": [[2.0937, -0.6652, -0.8050], [1.7729, -0.1147, 0.2218], [0.3387, 0.1334, 0.6097], [-0.5422, -0.3615, -0.4102], [-1.7943, 0.1409, -0.5503], [-2.2944, 0.9410, 0.2158], [2.5324, 0.2305, 0.9499], [0.1554, -0.3449, 1.5831], [0.1768, 1.2074, 0.7700], [-0.1189, -0.9063, -1.1486], [-2.3202, -0.2605, -1.4362]],
  "forces_ev_per_angstrom": [[-0.11, 0.22, 0.43], [0.07, -0.16, -0.26], [0.05, -0.01, 0.03], [-0.11, 0.06, -0.06], [-0.04, 0.07, 0.08], [0.12, -0.24, -0.21], [-0.07, -0.03, -0.08], [0.06, 0.06, -0.08], [0.06, -0.10, -0.01], [-0.07, 0.05, 0.04], [0.04, 0.07, 0.13]],
  "e_tot_ev": -8776.944,
  "smiles": "O=CCNC=O",
  "e_homo_ev": -10.2,
  "multiplicity": 1,
  "lumo_energy_ha": 0.03015
}

---

> Number 2 is which compound?

C18H37N9O2SSiSn

---

> multiplicity of number 2 (C18H37N9O2SSiSn)?

1